No. 1
DFT (wB97M-V/def2-TZVPD) results for 13 unconnected molecules or ions with the total composition C48H100O15 at a distorted geometry.

Results
* LUMO: 0.0216 Ha
* F_max: 3.33 eV Å⁻¹
* total energy: -3017.1929 Ha
* HOMO energy: -9.00 eV
* charge: 0
* gap between HOMO and LUMO: 9.593 eV

CARTESIAN COORDINATES (ANGSTROEM)
C: 3.2402 -2.4040 -2.6869
C: 3.2331 -3.8342 -2.0629
O: 4.5680 -4.2438 -1.9548
O: 4.0783 -2.3992 -3.8782
H: 3.5570 -1.7509 -1.9152
H: 2.1760 -2.1909 -2.9097
H: 2.5662 -4.5233 -2.6228
H: 2.8837 -3.8410 -1.0317
H: 5.0103 -4.1195 -2.8084
H: 4.4271 -1.4989 -4.0206
C: 0.9187 -0.7411 0.0427
C: -0.1610 0.2608 0.3856
O: -1.0300 -0.3361 1.2875
O: 1.6911 -0.2551 -1.0952
H: 0.5083 -1.7205 -0.1926
H: 1.5524 -0.9747 0.8856
H: -0.7925 0.5361 -0.4484
H: 0.1518 1.1743 0.8624
H: -0.5992 -0.3680 2.1776
H: 1.1272 -0.3346 -1.8977
C: -1.0218 -1.1471 -5.8265
C: -2.0905 -0.3027 -5.1563
C: -1.4605 0.2459 -3.8938
O: -0.2346 -0.4783 -3.7437
C: 0.2295 -0.6494 -5.1041
H: -0.9772 -1.0254 -6.9042
H: -1.0730 -2.2229 -5.6046
H: -3.0301 -0.8315 -5.0728
H: -2.2527 0.4987 -5.8673
H: -2.1616 0.0826 -3.0685
H: -1.2089 1.3063 -3.8661
H: 1.0983 -1.3190 -4.9760
H: 0.5405 0.3346 -5.4952
C: 0.4282 0.6842 6.3386
C: 1.0824 -0.7769 6.2532
C: 0.8333 -1.2445 4.8850
O: 0.5292 -0.0504 4.1075
C: -0.0369 0.8798 4.9494
H: 1.0911 1.4897 6.6766
H: -0.4758 0.7195 7.0395
H: 0.6095 -1.5078 6.8887
H: 2.1515 -0.7294 6.5778
H: -0.0716 -1.8332 4.8907
H: 1.5952 -1.7716 4.2932
H: -1.1454 0.7662 4.8390
H: 0.1850 1.9086 4.6495
C: 4.1043 1.1556 -3.4078
C: 3.3520 2.3909 -3.9826
C: 2.5960 2.8822 -2.8226
O: 3.3936 2.5689 -1.6938
C: 4.3440 1.5625 -1.9309
H: 4.9878 0.8869 -3.9018
H: 3.4115 0.2933 -3.4590
H: 2.7061 2.2160 -4.8353
H: 4.0826 3.1124 -4.3614
H: 1.6515 2.2680 -2.8580
H: 2.4194 3.9544 -2.9684
H: 4.1780 0.7597 -1.2384
H: 5.3652 1.9293 -1.8701
C: -4.2288 -1.5008 1.3841
C: -4.3165 -0.7906 2.6918
C: -3.7923 -1.6895 3.7660
O: -3.5278 -2.9348 3.1307
C: -3.4868 -2.7695 1.6765
H: -3.6660 -0.8964 0.6704
H: -5.2199 -1.7105 1.0116
H: -5.4298 -0.7336 2.8315
H: -3.9647 0.2192 2.7050
H: -4.6125 -1.9073 4.5263
H: -2.9475 -1.3477 4.4139
H: -3.9205 -3.6172 1.1551
H: -2.4039 -2.6641 1.4937
C: -2.9508 4.2953 3.4492
C: -3.4386 3.4311 2.2929
C: -2.3427 2.4327 2.1093
O: -1.1949 3.1758 2.2583
C: -1.4861 4.4483 2.9431
H: -3.0150 3.8552 4.4442
H: -3.4924 5.2088 3.4095
H: -3.5380 3.9448 1.3190
H: -4.3753 2.9220 2.6079
H: -2.4306 1.8932 1.1913
H: -2.4184 1.6658 2.9054
H: -1.3484 5.2451 2.2741
H: -0.7402 4.6153 3.6767
C: -1.3424 -3.5810 -2.3403
C: -2.2752 -4.7705 -2.6529
C: -3.6468 -4.2157 -2.3342
O: -3.4364 -3.2152 -1.3303
C: -2.1898 -2.5276 -1.5898
H: -0.9453 -3.0998 -3.2503
H: -0.5305 -3.9068 -1.7499
H: -2.0145 -5.5548 -1.9367
H: -2.1079 -5.1240 -3.6807
H: -4.4530 -4.9274 -1.9706
H: -4.0332 -3.7487 -3.2414
H: -1.7979 -2.2044 -0.6295
H: -2.4074 -1.7022 -2.2377
C: -5.5112 1.9037 -2.5540
C: -5.6980 0.8491 -1.4029
C: -5.3037 -0.4652 -2.0858
O: -4.6596 -0.1168 -3.2992
C: -5.1264 1.1355 -3.7863
H: -4.5907 2.4605 -2.3475
H: -6.3217 2.5560 -2.7449
H: -6.7386 0.8914 -1.0545
H: -5.0457 1.0470 -0.5289
H: -6.1556 -1.1471 -2.2364
H: -4.5997 -1.0461 -1.4920
H: -6.0325 0.8962 -4.3322
H: -4.3955 1.5857 -4.3858
C: 1.9521 -5.7547 1.2044
C: 0.4961 -5.8284 1.6262
C: 0.2177 -4.3180 1.6576
O: 1.4179 -3.7240 2.2928
C: 2.5545 -4.5000 1.9442
H: 2.0580 -5.5752 0.1003
H: 2.4496 -6.6736 1.4910
H: 0.3544 -6.1872 2.6591
H: -0.1588 -6.4193 1.0490
H: -0.6241 -3.9955 2.2855
H: 0.1940 -3.9378 0.6601
H: 3.0663 -4.7846 2.8601
H: 3.1831 -3.8585 1.3258
C: 4.5660 -0.5757 1.2629
C: 5.8710 -0.7169 0.4717
C: 6.2334 -2.1868 0.8853
O: 5.7226 -2.4745 2.2009
C: 4.8873 -1.3201 2.6138
H: 3.7301 -0.9885 0.7989
H: 4.3466 0.4651 1.4778
H: 6.6402 0.0064 0.8690
H: 5.7897 -0.6387 -0.6012
H: 7.2663 -2.3964 0.9026
H: 5.8513 -2.8924 0.1542
H: 5.4707 -0.6846 3.3031
H: 3.9813 -1.6989 3.0179
C: 2.3726 3.5396 1.6661
C: 3.1541 4.6571 2.2250
C: 2.5487 4.8227 3.6715
O: 1.7849 3.6139 3.9430
C: 2.1077 2.6938 2.8945
H: 2.8719 2.9502 0.9068
H: 1.4023 3.8070 1.2337
H: 2.9623 5.6042 1.7249
H: 4.2467 4.3593 2.2318
H: 1.8788 5.7002 3.7867
H: 3.3350 4.9367 4.4504
H: 1.3139 2.0319 2.8010
H: 3.1486 2.2017 3.0785
C: -1.2344 4.6865 -0.7464
C: -1.8305 3.7458 -1.7335
C: -1.3951 4.3693 -3.0135
O: -0.0391 4.8279 -2.8019
C: 0.1181 5.0572 -1.4200
H: -1.0869 4.2795 0.2365
H: -1.8688 5.5946 -0.5248
H: -2.9426 3.8125 -1.7789
H: -1.4414 2.7616 -1.6402
H: -2.0588 5.1869 -3.2687
H: -1.4660 3.6482 -3.8464
H: 0.3968 6.0768 -1.2458
H: 1.0200 4.4900 -1.0822

---

No. 2
DFT (wB97M-V/def2-TZVPD) results for 10 unconnected molecules or ions with the total composition C48H102F15N3O18P2S5 at a distorted geometry.

Results
* LUMO: -0.0801 Ha
* F_max: 4.97 eV Å⁻¹
* total energy: -7579.8065 Ha
* HOMO energy: -6.61 eV
* charge: 0
* gap between HOMO and LUMO: 4.430 eV

CARTESIAN COORDINATES (ANGSTROEM)
C: 1.5714 5.1045 2.3388
C: 2.6951 6.1303 2.1694
O: 3.8705 5.8722 1.9945
N: 2.1782 7.5299 1.9193
H: 1.3049 7.6720 2.4064
H: 2.6606 8.2894 2.3781
C: 1.9950 7.8907 0.3904
H: 1.3098 4.8380 1.3147
H: 0.6555 5.3355 2.8828
H: 2.0081 4.2038 2.7703
H: 1.2481 7.2314 -0.0519
H: 2.9772 7.8599 -0.0811
H: 1.6551 8.9160 0.2440
C: -8.4703 5.0847 -2.4742
C: -9.4962 4.6548 -1.4392
O: -9.2746 3.8533 -0.5268
N: -10.8469 5.3025 -1.6951
H: -10.6995 5.9545 -2.4523
H: -11.5010 4.6464 -2.0971
C: -11.5006 5.9855 -0.4588
H: -8.8277 4.8931 -3.4860
H: -7.5163 4.5740 -2.3431
H: -8.2651 6.1417 -2.3044
H: -12.4730 6.3425 -0.7980
H: -10.8591 6.7900 -0.0992
H: -11.6863 5.3090 0.3754
C: -2.2633 -2.3582 -4.3629
N: -3.5945 -1.5497 -4.2389
C: -3.8220 -0.8996 -5.6336
C: -4.6491 -2.5701 -3.9090
C: -3.5742 -0.4088 -3.1745
C: -2.4830 0.6762 -3.3146
O: -2.6555 1.5291 -4.4070
H: -2.3597 -3.3672 -4.7639
H: -1.8676 -2.5675 -3.3690
H: -1.5837 -1.6630 -4.8557
H: -2.9552 -0.3087 -5.9292
H: -4.7388 -0.3105 -5.6578
H: -3.9125 -1.7639 -6.2916
H: -4.5895 -3.2898 -4.7255
H: -5.6090 -2.0952 -3.7062
H: -4.4271 -3.0098 -2.9366
H: -3.3730 -1.0232 -2.2970
H: -4.5761 0.0124 -3.0918
H: -1.4345 0.3908 -3.2295
H: -2.6021 1.3139 -2.4387
H: -2.4114 2.3980 -4.0800
C: 10.9565 0.7895 -9.7054
C: 10.3175 1.1903 -8.4602
C: 9.8745 -0.0633 -7.6529
C: 8.8086 -0.9284 -8.4860
P: 7.5344 -1.6386 -7.4603
C: 6.5354 -0.2099 -6.8380
C: 6.1627 -0.2643 -5.3639
C: 5.1688 0.8281 -5.0139
C: 5.1574 1.1935 -3.5142
C: 6.4707 -2.8409 -8.3910
C: 5.5720 -3.7094 -7.5973
C: 5.2500 -5.0986 -8.2917
C: 4.4083 -5.9735 -7.3671
C: 8.3653 -2.5046 -6.1220
C: 9.0067 -3.7960 -6.7460
C: 9.8334 -4.4382 -5.6642
C: 8.9964 -5.1317 -4.5148
H: 11.4926 -0.1548 -9.6103
H: 11.6781 1.5311 -10.0483
H: 10.2115 0.6297 -10.4849
H: 9.4461 1.7678 -8.7689
H: 11.0215 1.8580 -7.9635
H: 9.4226 0.2291 -6.7050
H: 10.7859 -0.6433 -7.5076
H: 9.2878 -1.7218 -9.0597
H: 8.2473 -0.3582 -9.2262
H: 5.6139 -0.1806 -7.4194
H: 6.9911 0.7492 -7.0841
H: 7.0260 -0.1198 -4.7144
H: 5.7832 -1.2574 -5.1232
H: 4.1467 0.5891 -5.3074
H: 5.4185 1.7449 -5.5479
H: 4.5389 2.0848 -3.4095
H: 6.1896 1.4184 -3.2455
H: 4.8279 0.3341 -2.9303
H: 7.1311 -3.3900 -9.0622
H: 5.8437 -2.1639 -8.9711
H: 4.6888 -3.0902 -7.4400
H: 5.9455 -3.9342 -6.5983
H: 6.2108 -5.5678 -8.5032
H: 4.5883 -5.0336 -9.1555
H: 3.4275 -5.5059 -7.2805
H: 4.8872 -6.0711 -6.3928
H: 4.3460 -6.9853 -7.7676
H: 7.7659 -2.6452 -5.2225
H: 9.0833 -1.7380 -5.8305
H: 9.6968 -3.6295 -7.5731
H: 8.2414 -4.5507 -6.9275
H: 10.3622 -3.6620 -5.1111
H: 10.5612 -5.1359 -6.0786
H: 9.5655 -6.0027 -4.1898
H: 8.0022 -5.3091 -4.9248
H: 8.7884 -4.5611 -3.6096
C: -3.0142 0.3157 5.6998
C: -2.3426 -0.9787 6.3026
C: -1.0513 -0.7524 7.0711
C: -0.7990 -1.8426 8.1334
P: -1.5240 -1.5578 9.8100
C: -1.5908 0.2987 10.3046
C: -2.2673 0.5578 11.6854
C: -2.4134 2.0602 11.9446
C: -3.1949 2.3907 13.1856
C: -3.3166 -2.0549 9.9828
C: -3.7278 -2.6764 11.4220
C: -5.2670 -2.4599 11.6201
C: -6.2288 -3.1292 10.6345
C: -0.6101 -2.5671 11.1175
C: 0.7565 -2.0243 11.5536
C: 1.8606 -2.7024 10.7298
C: 3.1858 -2.3392 11.3889
H: -2.4406 0.5743 4.8097
H: -3.0610 1.1270 6.4263
H: -4.0104 -0.0462 5.4456
H: -2.1943 -1.6364 5.4461
H: -3.0646 -1.5136 6.9196
H: -0.9360 0.1947 7.5981
H: -0.2766 -0.6100 6.3177
H: 0.2837 -1.9534 8.1921
H: -1.2005 -2.8138 7.8443
H: -2.2073 0.7055 9.5030
H: -0.6225 0.7707 10.1381
H: -1.6147 0.2498 12.5023
H: -3.2056 0.0268 11.8459
H: -2.7785 2.5173 11.0248
H: -1.4005 2.4628 11.9579
H: -4.1469 1.8914 13.0053
H: -3.3810 3.4498 13.3640
H: -2.7785 2.0335 14.1275
H: -3.3548 -2.8918 9.2855
H: -3.9304 -1.2746 9.5328
H: -3.1061 -2.2703 12.2200
H: -3.5247 -3.7468 11.4548
H: -5.4292 -1.3820 11.6158
H: -5.6364 -2.7531 12.6028
H: -5.8496 -4.1307 10.4312
H: -6.2999 -2.7195 9.6269
H: -7.2053 -3.3192 11.0800
H: -0.5566 -3.6268 10.8679
H: -1.1575 -2.6794 12.0533
H: 0.8959 -2.1930 12.6214
H: 0.8532 -0.9393 11.5143
H: 1.9076 -2.4256 9.6766
H: 1.7603 -3.7860 10.6680
H: 3.2431 -2.5981 12.4461
H: 3.4780 -1.2939 11.2886
H: 4.0398 -2.9096 11.0234
C: -3.2131 9.3535 -5.8794
F: -3.2462 10.6775 -5.9841
F: -4.0799 9.0748 -4.8251
F: -3.6821 8.8182 -7.0092
S: -1.3502 8.8323 -5.4816
O: -1.4036 7.5821 -4.6416
O: -0.6809 8.5191 -6.7387
O: -0.7681 10.0047 -4.8003
C: 3.2025 -4.7145 -1.2321
F: 2.8181 -4.3340 -2.4114
F: 3.2007 -6.0835 -1.2341
F: 4.4764 -4.2578 -1.0220
S: 2.0420 -4.0362 0.1199
O: 1.6730 -2.6391 -0.2002
O: 0.8827 -4.9538 0.1669
O: 2.9009 -4.0370 1.3003
C: -1.8612 -5.1686 -11.2066
F: -1.4127 -4.2574 -10.3524
F: -1.7081 -4.8012 -12.4590
F: -1.3443 -6.3792 -10.9852
S: -3.7876 -5.3270 -11.0940
O: -4.1652 -6.1354 -12.1947
O: -4.1966 -5.9439 -9.8139
O: -4.1341 -3.8750 -11.2193
C: -5.5811 9.0457 2.7564
F: -5.2869 10.0141 1.8044
F: -5.5323 9.6600 3.8816
F: -6.8605 8.5553 2.6253
S: -4.3327 7.4647 2.8094
O: -4.5681 6.9207 4.1318
O: -4.6841 6.4936 1.7224
O: -2.9682 8.0583 2.6617
C: -8.3620 -3.8674 3.8932
F: -8.1204 -2.5746 3.5087
F: -7.6179 -4.2218 5.0330
F: -9.6495 -4.0116 4.2400
S: -7.8672 -5.0558 2.4192
O: -8.7987 -4.7118 1.2933
O: -6.4472 -4.7343 2.0162
O: -7.9464 -6.4505 2.8580